The following is a DFT calculation (ωB97M-V/def2-TZVPD) of a single C8H8ClNO molecule at a distorted geometry.

E_LUMO (Ha): -0.022
Gap between HOMO and LUMO (hartree): 0.32770
SMILES: C[C@@](Cl)(N=O)c1ccccc1
Total energy (a.u.): -899.70690
Energy above the lowest of the compared OMol25 structures with the same formula, charge and spin (kJ/mol): 342.3

Last column: natural (NBO) charge in e.
Atoms and positions in Å:
C -1.958 -0.543 -1.564  -0.67
C -1.515 -0.238 -0.142  0.13
Cl -2.532 1.272 0.425  -0.10
N -1.847 -1.193 0.830  0.12
O -2.182 -2.252 0.369  -0.27
C -0.093 0.132 0.277  -0.05
C 0.450 -0.054 1.516  -0.19
C 1.832 0.117 1.708  -0.19
C 2.637 0.674 0.697  -0.20
C 2.047 0.937 -0.585  -0.19
C 0.729 0.569 -0.808  -0.21
H -2.693 0.238 -1.917  0.25
H -1.055 -0.637 -2.143  0.23
H -2.526 -1.433 -1.476  0.25
H -0.117 -0.475 2.241  0.23
H 2.097 0.012 2.676  0.21
H 3.666 0.744 0.997  0.22
H 2.647 1.470 -1.267  0.21
H 0.415 0.659 -1.833  0.22